No. 1
This record from the Open Molecules 2025 dataset describes a single C19H27FN4O4S molecule. The level of theory is the ωB97M-V functional and the def2-TZVPD basis.

Structure (ORCA input):
```
! RIJCOSX wB97M-V def2-TZVPD def2/J DEFGRID3
* xyz 0 1
C -2.89 1.72 1.03
N -1.44 1.82 0.98
C -0.89 3.07 1.10
O -1.43 3.95 1.76
C 0.47 3.35 0.54
C 1.10 2.96 -0.66
C 2.31 3.61 -0.70
S 3.48 3.52 -1.97
N 4.78 2.81 -1.24
O 2.93 2.64 -2.95
O 3.93 4.84 -2.31
N 2.43 4.39 0.43
C 3.55 5.26 0.76
C 1.32 4.24 1.17
C -0.74 0.67 0.40
C -0.92 -0.57 1.30
C 0.32 -1.46 1.37
C 0.99 -1.71 0.01
N 0.04 -1.79 -1.10
C -0.92 -2.75 -1.22
O -1.92 -2.60 -1.90
C -0.74 -4.03 -0.46
F 0.54 -4.48 -0.31
C -1.73 -4.73 0.04
C -1.78 -6.08 0.72
C -3.27 -6.17 0.29
C -3.23 -4.65 -0.03
C -0.22 -0.53 -1.80
C -1.17 0.39 -1.05
H -3.28 2.60 1.54
H -3.32 1.68 0.03
H -3.19 0.83 1.58
H 0.75 2.31 -1.44
H 4.80 1.80 -1.37
H 5.64 3.25 -1.54
H 3.38 5.67 1.75
H 4.48 4.69 0.76
H 3.63 6.07 0.04
H 1.17 4.78 2.09
H 0.32 0.93 0.41
H -1.17 -0.24 2.31
H -1.77 -1.15 0.94
H 1.07 -1.01 2.03
H 0.04 -2.42 1.82
H 1.66 -0.89 -0.23
H 1.60 -2.61 0.05
H -1.09 -6.84 0.36
H -1.66 -6.00 1.81
H -3.39 -6.77 -0.61
H -3.98 -6.50 1.04
H -3.65 -4.04 0.78
H -3.65 -4.31 -0.98
H 0.75 -0.04 -1.96
H -0.64 -0.76 -2.78
H -2.16 -0.06 -1.05
H -1.25 1.34 -1.60
*
```

Computed properties:
ΔE to the lowest compared entry with this formula, charge and spin: 0.142 eV
HOMO: -9.02 eV
SMILES string: CN(C(=O)c1cc(S(N)(=O)=O)n(C)c1)[C@H]1CCCN(C(=O)C(F)=C2CCC2)CC1
E: -1758.2131 Ha
Kohn-Sham gap: 9.362 eV

***

No. 2
This record from the Open Molecules 2025 dataset describes a molecular structure, C19H27N2SY. The level of theory is the ωB97M-V functional and the def2-TZVPD basis.

Structure (ORCA input):
```
! RIJCOSX wB97M-V def2-TZVPD def2/J DEFGRID3
* xyz 2 1
Y -0.20 -0.60 -0.72
C -2.29 -1.96 -0.68
C -1.25 -2.82 -1.12
C -0.37 -3.04 -0.02
C -0.89 -2.35 1.08
C -2.05 -1.68 0.70
H -3.14 -1.67 -1.28
H -1.19 -3.24 -2.12
H 0.51 -3.66 -0.06
H -0.46 -2.36 2.07
H -2.71 -1.07 1.31
C -1.67 1.74 -1.97
C -0.49 2.10 -2.88
C -0.09 3.57 -2.69
C 0.63 1.12 -2.59
C 0.62 -0.14 -3.23
C 1.51 -1.14 -2.85
C 2.47 -0.92 -1.84
C 3.43 -2.01 -1.45
C 2.50 0.34 -1.25
C 1.59 1.35 -1.60
H -2.51 2.40 -2.14
H -1.40 1.88 -0.91
H -2.05 0.72 -2.14
H -0.80 1.95 -3.91
H 0.09 3.80 -1.64
H -0.89 4.22 -3.03
H 0.81 3.80 -3.25
H -0.12 -0.34 -4.00
H 1.46 -2.11 -3.34
H 2.91 -2.80 -0.90
H 4.22 -1.62 -0.82
H 3.87 -2.46 -2.34
H 3.24 0.55 -0.48
H 1.63 2.30 -1.09
C -1.26 1.56 2.09
N -0.70 0.62 3.02
C -1.15 0.57 4.43
C -0.17 -0.43 5.07
N 0.79 -0.66 3.99
C 0.44 -0.05 2.86
S 1.39 -0.10 1.44
H -2.03 2.14 2.59
H -1.75 1.06 1.23
H -0.50 2.25 1.72
H -2.18 0.24 4.48
H -1.07 1.56 4.87
H -0.66 -1.37 5.35
H 0.33 -0.02 5.95
H 1.61 -1.24 4.07
*
```

Computed properties:
ΔE to the lowest compared entry with this formula, charge and spin: 0.126 eV
HOMO: -15.21 eV
E: -1285.7932 Ha
Kohn-Sham gap: 8.440 eV

***

No. 3
This record from the Open Molecules 2025 dataset describes a single C19H27N3O2S2 molecule. The level of theory is the ωB97M-V functional and the def2-TZVPD basis.

Structure (ORCA input):
```
! RIJCOSX wB97M-V def2-TZVPD def2/J DEFGRID3
* xyz 0 1
C -0.30 -1.32 3.52
C -0.67 -1.07 2.07
N -1.77 -0.12 1.98
S -1.64 1.29 2.88
C -2.95 2.27 2.10
O -2.02 1.03 4.24
O -0.38 1.96 2.67
C 0.54 -0.55 1.25
C 1.62 -1.58 1.18
C 2.95 -1.38 1.38
C 3.72 -2.56 1.27
C 2.97 -3.65 1.00
S 1.30 -3.26 0.88
N 0.02 -0.05 -0.02
C 0.54 1.23 -0.47
C 1.85 1.09 -1.26
N 1.76 0.18 -2.38
C 1.33 0.72 -3.65
C -0.10 1.19 -3.77
C -1.11 0.31 -4.15
C -2.43 0.73 -4.21
C -2.76 2.04 -3.90
C -1.76 2.93 -3.54
C -0.44 2.51 -3.48
C 1.19 -1.09 -1.97
C -0.10 -0.97 -1.14
H 0.43 -2.13 3.59
H 0.13 -0.42 3.96
H -1.18 -1.59 4.09
H -1.04 -2.00 1.62
H -1.81 0.17 1.00
H -2.63 2.54 1.10
H -3.11 3.15 2.70
H -3.84 1.65 2.08
H 0.93 0.31 1.78
H 3.37 -0.42 1.61
H 4.79 -2.59 1.39
H 3.28 -4.67 0.87
H -0.23 1.67 -1.12
H 0.67 1.88 0.39
H 2.62 0.70 -0.59
H 2.18 2.07 -1.62
H 1.51 -0.06 -4.40
H 2.00 1.56 -3.87
H -0.86 -0.71 -4.40
H -3.20 0.04 -4.51
H -3.79 2.37 -3.95
H -2.01 3.96 -3.31
H 0.33 3.21 -3.20
H 1.96 -1.60 -1.37
H 1.00 -1.70 -2.86
H -0.91 -0.60 -1.78
H -0.39 -1.96 -0.77
*
```

Computed properties:
ΔE to the lowest compared entry with this formula, charge and spin: 3.493 eV
HOMO: -7.60 eV
SMILES string: C[C@@H](NS(C)(=O)=O)[C@@H](c1cccs1)N1CCN(Cc2ccccc2)CC1
E: -1851.2897 Ha
Kohn-Sham gap: 8.155 eV